(1)
{"formula": "C5H10NO", "method": "ωB97M-V/def2-TZVPD", "charge": -1, "symbols": ["C", "N", "C", "C", "C", "C", "O", "H", "H", "H", "H", "H", "H", "H", "H", "H", "H"], "positions_angstrom": [[0.809, -2.800, -0.775], [1.145, -1.766, -1.431], [0.404, -0.498, -1.345], [0.338, 0.114, 0.047], [-0.653, 1.296, 0.168], [-0.795, 1.765, 1.658], [-1.795, 2.628, 1.889], [0.707, -2.620, 0.305], [0.809, -3.760, -1.291], [0.995, 0.163, -1.994], [-0.574, -0.567, -1.819], [-0.043, -0.686, 0.698], [1.263, 0.521, 0.461], [-0.239, 2.070, -0.496], [-1.655, 1.067, -0.208], [0.158, 2.299, 1.950], [-0.873, 0.772, 2.183]], "forces_ev_per_angstrom": [[1.3112, 1.9312, 0.6010], [-2.3294, -1.5713, -2.7086], [2.8743, 1.5901, 1.1098], [-1.7842, 0.0753, 0.2991], [0.7323, -0.1190, -0.2069], [-0.3390, 1.1269, -0.5346], [-0.4058, -0.3362, -0.0716], [-1.3283, -0.9341, 0.0296], [0.7681, -0.3437, 0.6425], [-0.3420, 0.1734, 0.0235], [-0.0178, -0.5648, 0.1886], [0.2508, 0.2087, 0.2941], [0.3498, -0.5668, -0.3321], [-0.2803, 0.3103, 0.2703], [-0.0014, -0.1953, 0.0953], [0.3649, -0.9143, -0.1062], [0.1767, 0.1294, 0.4063]], "mulliken_charge": [-0.307, -0.470, -0.483, -0.227, -0.576, -0.426, -0.884, 0.272, 0.252, 0.266, 0.304, 0.241, 0.162, 0.273, 0.323, 0.158, 0.122]}

(2)
{"formula": "C5H10NO", "method": "ωB97M-V/def2-TZVPD", "charge": -1, "symbols": ["C", "N", "C", "C", "C", "C", "O", "H", "H", "H", "H", "H", "H", "H", "H", "H", "H"], "positions_angstrom": [[-2.829, -0.493, -0.498], [-2.133, -1.113, 0.448], [-1.051, -0.359, 0.940], [-0.063, -0.114, -0.158], [1.313, 0.195, 0.403], [2.359, 0.707, -0.537], [3.370, 1.422, -0.005], [-3.135, -1.104, -1.335], [-2.959, 0.572, -0.351], [-0.500, -1.070, 1.599], [-1.442, 0.560, 1.336], [-0.379, 0.606, -0.808], [0.127, -1.020, -0.787], [1.654, -0.786, 0.830], [1.075, 0.949, 1.185], [2.801, -0.199, -0.938], [1.791, 1.244, -1.325]], "forces_ev_per_angstrom": [[1.7825, -1.9966, 3.6286], [-2.2644, -0.2999, -5.0230], [0.7325, -1.2504, 1.2275], [2.3156, -2.5324, -0.0622], [-1.3185, -0.3309, 1.9234], [1.2170, 0.7253, 0.0335], [-0.1876, 0.4797, 0.4226], [-1.1448, 0.1974, 0.1291], [0.1707, 0.5518, -1.0218], [-0.5515, 1.2103, 0.5993], [0.4463, 0.8301, 0.8873], [-1.0405, 2.2368, -1.7517], [-0.8439, 0.2969, 0.4010], [-0.0543, 1.0311, 0.3574], [0.9089, -0.3258, 0.0491], [-0.0873, -0.9588, -1.2074], [-0.0809, 0.1356, -0.5927]], "mulliken_charge": [-0.408, -0.548, -0.492, -0.656, -0.292, -0.498, -0.900, 0.290, 0.366, 0.357, 0.384, 0.515, 0.157, 0.254, 0.188, 0.146, 0.139]}

(3)
{"formula": "C5H10NO", "method": "ωB97M-V/def2-TZVPD", "charge": -1, "symbols": ["C", "C", "C", "C", "N", "C", "O", "H", "H", "H", "H", "H", "H", "H", "H", "H", "H"], "positions_angstrom": [[-0.521, 0.527, 1.150], [-0.697, 1.391, -0.144], [-1.009, 0.727, -1.377], [-0.760, 1.147, -2.720], [0.767, -0.137, 1.367], [0.648, -1.435, 1.929], [-0.433, -2.161, 2.276], [-0.767, 1.093, 2.034], [-1.279, -0.136, 0.847], [-0.327, 2.388, -0.068], [-1.451, -0.268, -1.288], [1.985, -1.638, -0.272], [-0.263, 2.085, -3.015], [-1.007, 0.532, -3.592], [2.701, -1.335, 0.072], [1.658, -1.690, 2.105], [0.757, -1.091, 0.697]], "forces_ev_per_angstrom": [[-0.8323, 1.9988, -3.1253], [0.2264, -1.6258, 0.4387], [1.4618, 1.8349, -0.8416], [-0.3304, -0.3923, 1.0209], [-1.1064, -2.7646, -0.0322], [-5.6737, -1.5064, 4.1310], [5.2408, 3.4317, -1.6188], [-0.0345, -0.0454, 0.5575], [-1.0305, -1.7049, 0.9870], [0.3885, 0.6663, -0.5043], [0.0338, -0.1149, 0.0950], [2.9320, 0.8326, 0.7559], [-0.1943, -0.3627, 0.6205], [-0.2303, -0.0196, 0.5316], [-2.3097, -1.1446, -1.3841], [1.0429, -1.5614, 0.4154], [0.4158, 2.4782, -2.0473]], "mulliken_charge": [-0.648, -0.564, -0.257, -0.973, -0.417, 0.191, -0.644, 0.404, 0.286, 0.336, 0.153, -0.002, 0.259, 0.228, 0.091, 0.434, 0.124]}

(4)
{"formula": "C5H10NO", "method": "ωB97M-V/def2-TZVPD", "charge": -1, "symbols": ["N", "C", "C", "C", "C", "C", "O", "H", "H", "H", "H", "H", "H", "H", "H", "H", "H"], "positions_angstrom": [[-0.463, -0.845, 3.153], [-0.877, -0.244, 1.899], [-0.261, -0.386, 0.703], [-0.507, 0.634, -0.396], [0.120, 0.258, -1.747], [1.663, 0.439, -1.828], [2.072, 1.705, -1.868], [-0.366, -1.854, 3.037], [-1.323, -0.737, 3.694], [-1.711, 0.460, 1.916], [-0.066, -1.339, 0.196], [-0.188, 1.619, -0.063], [-1.600, 0.667, -0.514], [-0.145, -0.803, -1.914], [-0.365, 0.816, -2.561], [2.079, -0.185, -0.983], [1.939, -0.205, -2.723]], "forces_ev_per_angstrom": [[-2.1881, -0.0615, -0.6942], [1.7488, -0.2281, -0.9281], [-1.8363, -0.2149, -0.7266], [-0.6848, -0.1001, -0.0991], [-0.2307, -0.2832, 0.3578], [-0.2418, -0.2759, -0.2901], [-0.0039, 0.0318, 0.0931], [0.3535, 0.0317, -0.0641], [0.4530, -0.2529, 0.5916], [0.6352, 0.6084, 0.6934], [1.4542, -0.0811, 1.1742], [0.2080, 0.1374, -0.1390], [-0.0742, 0.3040, -0.1448], [0.1041, -0.0278, -0.0888], [0.2362, 0.1034, 0.1774], [-0.0227, 0.0963, 0.1637], [0.0896, 0.2122, -0.0765]], "mulliken_charge": [-0.556, -0.175, -0.422, -0.376, -0.842, -0.386, -0.877, 0.224, 0.264, 0.283, 0.224, 0.345, 0.300, 0.346, 0.344, 0.117, 0.188]}

(5)
{"formula": "C5H10NO", "method": "ωB97M-V/def2-TZVPD", "charge": -1, "symbols": ["C", "N", "C", "C", "C", "C", "O", "H", "H", "H", "H", "H", "H", "H", "H", "H", "H"], "positions_angstrom": [[3.083, 0.305, 0.785], [2.020, 0.102, 1.435], [0.795, 0.589, 0.756], [-0.076, -0.567, 0.166], [-1.424, 0.046, -0.156], [-2.325, -0.519, -1.298], [-3.377, 0.253, -1.546], [3.099, 0.922, -0.127], [3.973, -0.247, 1.093], [0.139, 1.042, 1.522], [1.015, 1.329, -0.012], [0.466, -0.800, -0.765], [-0.002, -1.401, 0.866], [-2.064, -0.039, 0.747], [-1.325, 1.112, -0.390], [-2.500, -1.566, -0.977], [-1.499, -0.562, -2.098]], "forces_ev_per_angstrom": [[-0.1351, -0.4649, 0.1282], [-0.6157, -0.0321, -1.0989], [-0.6303, -0.3984, 1.6425], [1.6866, 1.3407, -0.6526], [-1.3360, -0.2458, 1.1352], [1.5998, 0.7488, 0.0387], [-0.0795, -0.3464, -0.1093], [0.1618, -0.1961, 0.0522], [0.2008, 0.5174, 0.0416], [0.4598, 0.1289, -0.2019], [0.0637, 0.1151, -0.1709], [-0.3010, -0.5853, 0.0735], [-0.4479, -0.0956, -0.1863], [0.2770, 0.4011, -0.1136], [0.0977, -0.0466, 0.0737], [-0.3045, -0.4890, -0.2709], [-0.6970, -0.3519, -0.3813]], "mulliken_charge": [-0.285, -0.446, -0.614, -0.316, -0.601, -0.482, -0.865, 0.248, 0.268, 0.353, 0.328, 0.169, 0.400, 0.258, 0.311, 0.156, 0.118]}

(6)
{"formula": "C5H10NO", "method": "ωB97M-V/def2-TZVPD", "charge": -1, "symbols": ["C", "C", "C", "C", "N", "C", "O", "H", "H", "H", "H", "H", "H", "H", "H", "H", "H"], "positions_angstrom": [[-0.827, 0.347, 0.669], [-1.171, 0.357, -0.793], [-0.506, -0.393, -1.757], [-0.586, -0.260, -3.141], [0.083, -0.766, 1.078], [0.413, -0.486, 2.449], [0.356, 0.529, 3.148], [-1.750, 0.252, 1.259], [-0.325, 1.301, 0.923], [-1.891, 1.094, -1.168], [0.127, -1.186, -1.361], [2.400, 0.497, 0.696], [-1.196, 0.550, -3.542], [-0.012, -0.916, -3.778], [3.061, 0.749, 0.931], [0.708, -1.428, 2.961], [1.117, -0.240, 1.427]], "forces_ev_per_angstrom": [[0.0837, 0.9180, -1.4935], [0.2273, -0.6903, -0.5391], [-0.3735, 0.4638, -0.1105], [0.0676, -0.0997, 0.5903], [1.1265, 2.2406, 2.6942], [-1.8111, -1.4624, 3.0674], [-0.4203, -0.4794, -0.8812], [0.3289, 0.0342, 0.4666], [-0.3854, -0.2257, 0.3989], [0.2018, -0.0080, 0.4989], [0.2202, -0.0236, -0.1132], [0.2977, 0.1706, -0.2047], [0.1739, -0.2058, -0.2456], [-0.0949, 0.0232, -0.2481], [-0.0638, -0.0036, 0.0329], [0.4770, 0.0891, -0.3344], [-0.0557, -0.7411, -3.5787]], "mulliken_charge": [-0.147, -0.892, -0.072, -1.064, -0.291, 0.255, -0.526, 0.280, 0.238, 0.262, 0.248, -0.221, 0.250, 0.222, 0.202, 0.405, -0.149]}

Asked for orbital gap across the records above, the calculation gives 0.200 0.201 0.188 0.204 0.211 0.165 hartree in order.
Asked for largest force on an atom across the records above, the calculation gives 0.0759 0.1073 0.1396 0.0447 0.0438 0.0749 Eh/bohr in order.
Asked for relative energy (zero: lowest compared OMol25 entry of this formula, charge and spin) across the records above, the calculation gives 2.0427 2.3206 5.1891 1.6250 1.0263 4.4995 eV in order.